# 1
This record from OMol25 describes 14 unconnected molecules or ions with the total composition C81H166F24O3. The level of theory is the ωB97M-V functional and the def2-TZVPD basis.

Each line ends with the Mulliken charge.
Element x y z (Å)
C: 12.5929 -16.5323 30.6325  -1.42
C: 12.5965 -15.0935 30.2822  1.15
C: 11.2773 -14.5053 29.6394  0.59
F: 10.2403 -14.8679 30.4071  -0.19
F: 11.4471 -13.1785 29.6007  -0.31
F: 12.7769 -14.3491 31.3968  -0.35
F: 13.6461 -14.8064 29.4890  -0.27
O: 11.9173 -17.2730 29.5941  0.08
C: 12.6426 -18.1476 28.7942  0.37
C: 11.7198 -18.6265 27.6176  0.54
F: 11.2854 -17.4888 27.0397  0.08
F: 12.5146 -19.2901 26.7109  -0.34
F: 13.7110 -17.5489 28.2359  -0.31
F: 13.0543 -19.1690 29.5203  -0.32
H: 12.1173 -16.7765 31.5566  0.38
H: 13.6314 -16.8497 30.7555  0.51
H: 10.9978 -14.7472 28.6070  -0.21
H: 10.8462 -19.2176 27.8831  -0.11
C: 7.8566 -13.0393 20.1506  -0.30
C: 8.9669 -13.8338 19.4025  0.91
C: 8.8133 -15.3506 19.8086  -0.14
F: 8.5729 -15.4203 21.1393  0.03
F: 7.7720 -15.8636 19.1605  -0.26
F: 8.9432 -13.7914 18.0359  -0.36
F: 10.1551 -13.4946 19.8686  -0.18
O: 8.0453 -11.6361 19.8652  -0.42
C: 7.8817 -10.7886 20.9058  0.69
C: 8.4671 -9.4487 20.4817  0.26
F: 9.7318 -9.7032 20.0758  -0.28
F: 7.7995 -8.9486 19.4469  -0.29
F: 6.6355 -10.5097 21.3350  -0.23
F: 8.5423 -11.1513 21.9953  0.06
H: 7.8687 -13.2870 21.1951  -0.20
H: 6.9794 -13.3539 19.6264  0.45
H: 9.6576 -16.0166 19.5369  0.12
H: 8.4909 -8.7150 21.3048  0.27
C: 6.7065 -9.3589 27.0118  -0.42
C: 7.5170 -8.5705 26.0607  0.62
C: 8.5506 -9.3644 25.2542  0.21
F: 7.8724 -10.2681 24.4875  0.02
F: 9.1735 -8.5221 24.4042  -0.32
F: 6.7098 -7.9849 25.1323  -0.18
F: 8.2137 -7.5595 26.7158  -0.37
O: 7.6308 -10.1216 27.8147  -0.30
C: 7.1317 -11.2495 28.3417  0.32
C: 8.2347 -12.0007 29.0912  -0.15
F: 7.6867 -13.1947 29.5067  -0.06
F: 9.2112 -12.3026 28.2055  -0.07
F: 6.1077 -10.9565 29.2402  -0.36
F: 6.6041 -12.0685 27.3617  0.08
H: 6.0865 -10.0334 26.4112  -0.13
H: 6.0490 -8.6707 27.5275  0.55
H: 9.3150 -9.8317 25.8991  0.07
H: 8.6640 -11.3901 29.8754  0.34
C: -2.8910 -17.9997 25.8409  -1.22
C: -1.6033 -17.2840 25.3598  -0.36
C: -0.3902 -17.5892 26.2299  -0.68
C: 0.8728 -16.9227 25.7820  -0.37
C: 2.0933 -17.3812 26.5842  -0.34
C: 3.4773 -17.0855 26.1365  0.98
H: -3.2325 -17.5909 26.8133  0.29
H: -2.6665 -19.0582 25.9898  0.31
H: -3.6823 -17.8107 25.1062  0.38
H: -1.4355 -17.5964 24.3171  0.34
H: -1.8362 -16.1980 25.2586  0.34
H: -0.1648 -18.6818 26.2886  0.31
H: -0.6250 -17.1652 27.2244  0.21
H: 1.0478 -17.2273 24.7502  0.21
H: 0.7365 -15.8218 25.8145  0.23
H: 1.9397 -17.0858 27.6696  0.20
H: 1.9926 -18.4704 26.6262  0.10
H: 3.5787 -16.0194 26.0196  0.51
H: 4.3064 -17.5270 26.7027  -0.33
H: 3.5891 -17.4092 25.1045  -0.98
C: 5.1930 -5.5938 21.4548  -1.24
C: 4.2873 -6.4170 22.4186  -0.72
C: 4.6895 -7.9120 22.5135  0.36
C: 3.7280 -8.6714 23.3957  -1.34
C: 4.2551 -9.9606 23.9451  1.47
C: 3.3686 -10.6847 24.9438  -1.54
H: 4.9319 -4.5568 21.2952  0.38
H: 5.1539 -6.1167 20.4883  0.31
H: 6.1767 -5.6360 21.8707  0.28
H: 4.2587 -5.9379 23.4104  0.39
H: 3.2473 -6.3985 22.0846  0.35
H: 5.6974 -8.0154 22.9785  -0.12
H: 4.6459 -8.3370 21.4729  0.28
H: 3.5152 -7.9617 24.1592  0.45
H: 2.7622 -8.8919 22.8766  0.30
H: 4.3882 -10.6314 23.0772  -0.09
H: 5.2758 -9.7792 24.3140  -0.68
H: 2.3481 -10.8957 24.6002  0.57
H: 3.8047 -11.6022 25.3224  0.15
H: 3.2204 -10.0012 25.8008  0.41
C: 2.6258 -13.0546 27.8528  -1.93
C: 3.5577 -14.1836 28.2610  2.06
C: 4.1693 -14.0669 29.6964  -1.41
C: 5.2181 -15.1659 30.0161  2.39
C: 5.6467 -15.1698 31.4884  -1.08
C: 6.6978 -16.2094 31.9259  -0.11
H: 3.0527 -12.1172 28.1471  0.48
H: 1.7557 -13.0718 28.5002  0.42
H: 2.3428 -13.0226 26.7964  0.34
H: 3.0267 -15.1330 28.1289  -0.45
H: 4.3818 -14.2154 27.5592  -0.74
H: 3.3191 -14.0889 30.4210  0.47
H: 4.6041 -13.0897 29.8703  0.39
H: 4.7709 -16.1757 29.7969  -0.36
H: 6.1229 -15.0735 29.3834  -1.08
H: 6.0298 -14.1448 31.6883  0.17
H: 4.7270 -15.2750 32.0658  0.21
H: 7.7147 -16.0279 31.5050  -0.22
H: 6.9098 -16.1450 33.0098  0.49
H: 6.4316 -17.2302 31.7194  -0.11
C: 5.2988 -14.1510 22.6430  -1.02
C: 5.1261 -15.6058 23.0458  1.94
C: 3.7041 -16.1347 22.5790  -0.05
C: 3.5251 -16.1173 21.0352  -1.41
C: 4.5316 -16.9420 20.2443  0.75
C: 4.3314 -16.6912 18.7768  -1.56
H: 4.4606 -13.5105 22.9728  0.46
H: 5.3780 -14.0349 21.5746  0.24
H: 6.1913 -13.6675 23.0230  -0.52
H: 5.9399 -16.2594 22.7279  0.24
H: 5.1283 -15.6489 24.1556  -0.84
H: 2.8974 -15.4738 22.9824  0.41
H: 3.6895 -17.1715 22.9256  -0.57
H: 2.5416 -16.5444 20.8814  0.55
H: 3.4616 -15.0687 20.6702  0.33
H: 5.5522 -16.5772 20.5066  -0.30
H: 4.4102 -17.9807 20.4724  0.19
H: 4.6264 -15.6979 18.4007  0.27
H: 4.8516 -17.4242 18.1632  0.40
H: 3.2548 -16.7302 18.5262  0.41
C: 7.1421 -18.0698 28.6594  1.17
C: 7.9781 -16.9035 28.1739  1.59
C: 7.4973 -16.2019 26.9720  2.23
C: 8.3800 -15.0704 26.4406  1.93
C: 7.7821 -14.3184 25.2288  0.57
C: 8.6244 -13.2424 24.5703  0.74
H: 6.2223 -17.7225 29.1044  -1.00
H: 7.6061 -18.6386 29.5000  -0.71
H: 6.8743 -18.6758 27.8266  -0.42
H: 8.0545 -16.1379 28.9736  -0.28
H: 9.0163 -17.2428 28.0921  -0.67
H: 6.6101 -15.7314 27.3877  -1.11
H: 7.2684 -16.8777 26.1155  -0.85
H: 8.6117 -14.4016 27.2502  -0.62
H: 9.3689 -15.4748 26.1869  -0.92
H: 7.4611 -15.0852 24.5250  -0.46
H: 6.8101 -13.9456 25.5495  0.73
H: 8.1541 -12.6843 23.7516  -0.65
H: 8.9245 -12.4933 25.3041  -0.71
H: 9.6138 -13.6652 24.2352  -0.62
C: 8.8761 -19.6953 25.5279  -0.24
C: 7.7564 -19.1979 24.6301  0.39
C: 6.3651 -19.7269 24.9177  0.57
C: 5.2969 -19.6000 23.8329  0.30
C: 3.9399 -20.1557 24.1752  0.82
C: 3.8586 -21.6211 23.8495  -1.56
H: 9.7889 -19.1632 25.3850  0.36
H: 9.1319 -20.7805 25.3984  0.50
H: 8.6429 -19.5929 26.6021  -0.86
H: 7.6464 -18.1220 24.5332  -0.89
H: 7.9780 -19.5200 23.5919  0.81
H: 5.9413 -19.3130 25.8419  -0.56
H: 6.3834 -20.8180 25.1989  0.09
H: 5.0943 -18.5636 23.5607  -1.13
H: 5.6624 -20.1812 22.9594  0.67
H: 3.8074 -20.0306 25.2689  -0.76
H: 3.0873 -19.6883 23.7078  0.36
H: 4.2307 -21.7582 22.8362  0.51
H: 4.4157 -22.2389 24.5498  0.21
H: 2.8224 -21.9648 23.9239  0.40
C: 13.9349 -14.7143 26.3452  -1.42
C: 12.7100 -13.8224 26.2923  1.46
C: 12.7862 -12.8045 25.1208  0.03
C: 11.9074 -11.5891 25.3348  1.17
C: 12.1603 -10.5710 24.2161  -1.02
C: 11.9810 -11.1166 22.8222  -0.91
H: 13.9327 -15.1520 25.3249  0.20
H: 13.8546 -15.5086 27.0880  -0.07
H: 14.8709 -14.2041 26.3839  0.58
H: 11.8152 -14.4826 26.1970  -1.25
H: 12.6116 -13.2502 27.2342  0.56
H: 12.5576 -13.4170 24.2508  -0.72
H: 13.8255 -12.4473 24.9886  0.44
H: 10.8691 -11.9263 25.4200  -1.01
H: 12.0591 -11.1248 26.3562  0.46
H: 11.5113 -9.6817 24.2925  0.25
H: 13.1910 -10.2003 24.2965  0.46
H: 12.2987 -10.4240 22.0694  0.62
H: 12.6572 -11.9609 22.6262  0.03
H: 10.9977 -11.4952 22.5550  0.14
C: 10.1870 -16.7802 23.4821  0.68
C: 11.6321 -16.3718 23.3585  0.38
C: 11.8616 -15.3908 22.2025  0.63
C: 13.2876 -15.0094 21.9428  -0.78
C: 13.5392 -14.1619 20.7286  -0.25
C: 14.9858 -13.8367 20.3698  -1.64
H: 9.8685 -17.4457 22.6782  0.76
H: 9.4954 -15.9470 23.5612  -0.80
H: 9.9273 -17.3011 24.4285  -1.26
H: 11.8830 -15.8474 24.2947  -0.70
H: 12.2784 -17.2499 23.3240  0.77
H: 11.2394 -14.4738 22.2834  -0.61
H: 11.5071 -15.7048 21.2232  0.56
H: 13.8330 -14.5307 22.8011  0.06
H: 13.8716 -15.9141 21.8258  0.63
H: 13.2232 -14.7547 19.8708  0.41
H: 12.9577 -13.2423 20.7858  0.12
H: 15.0804 -13.0867 19.5432  0.38
H: 15.6359 -13.4146 21.1842  0.29
H: 15.5109 -14.7493 20.0708  0.37
C: 8.1114 -17.7783 36.8119  -1.46
C: 7.1990 -18.2945 35.7195  -0.03
C: 5.7071 -17.8403 35.7844  -0.66
C: 4.8873 -18.4616 34.6271  -0.15
C: 3.5269 -17.8178 34.3849  0.11
C: 2.6974 -17.7297 35.6755  -1.49
H: 7.7744 -17.9875 37.8270  0.36
H: 8.3376 -16.7051 36.7902  0.34
H: 9.1416 -18.2078 36.8969  0.37
H: 7.5774 -17.9165 34.7779  -0.12
H: 7.2248 -19.3504 35.6216  0.44
H: 5.7128 -16.7400 35.6900  0.28
H: 5.2604 -18.1339 36.7174  0.48
H: 5.4321 -18.4174 33.6967  -0.10
H: 4.6955 -19.5009 34.8674  0.39
H: 3.6724 -16.8259 33.9396  -0.05
H: 2.9340 -18.3852 33.6734  0.27
H: 3.1379 -17.1131 36.4355  0.34
H: 1.7196 -17.2640 35.4662  0.42
H: 2.5719 -18.7050 36.1531  0.33
C: 4.8560 -24.5929 28.1387  -1.27
C: 3.8731 -23.6795 27.4518  -0.94
C: 4.2621 -22.1996 27.2975  0.85
C: 4.2981 -21.5041 28.7089  -0.87
C: 4.1449 -19.9935 28.7732  1.91
C: 4.2350 -19.3504 30.1314  -1.48
H: 5.8064 -24.7490 27.6548  0.30
H: 4.4292 -25.6058 28.1949  0.41
H: 5.1464 -24.2910 29.1592  0.27
H: 3.7814 -24.0739 26.4082  0.31
H: 2.8939 -23.7286 27.8912  0.45
H: 3.5769 -21.7338 26.5838  -0.16
H: 5.2591 -22.1485 26.8854  -0.17
H: 3.5154 -22.0120 29.2721  0.41
H: 5.2336 -21.8058 29.1868  0.14
H: 4.8618 -19.6056 28.0911  -0.88
H: 3.1330 -19.7158 28.3189  -0.07
H: 4.2748 -18.2836 29.9577  -0.07
H: 3.3469 -19.6157 30.7311  0.65
H: 5.1295 -19.6355 30.6383  0.20
C: 8.4755 -22.0008 28.0339  0.41
C: 9.5003 -22.6800 28.9846  -0.99
C: 9.3215 -22.4234 30.4568  -0.91
C: 9.5986 -21.0048 30.9134  1.68
C: 9.2412 -20.7246 32.3692  -0.78
C: 9.7402 -19.3924 32.8073  -0.92
H: 8.6736 -22.3615 26.9992  0.37
H: 8.5661 -20.9223 28.0722  -0.48
H: 7.4945 -22.2409 28.4539  -0.05
H: 9.5147 -23.7952 28.8097  0.36
H: 10.5128 -22.3949 28.6896  0.39
H: 10.0398 -23.0828 30.9912  0.34
H: 8.3349 -22.7524 30.8142  0.31
H: 10.6576 -20.7643 30.7236  0.09
H: 8.9777 -20.2874 30.3695  -1.06
H: 8.1463 -20.8098 32.4575  0.27
H: 9.6519 -21.5287 33.0088  0.42
H: 9.5630 -19.2841 33.8694  0.33
H: 10.8301 -19.3647 32.7078  0.41
H: 9.2724 -18.5959 32.2598  0.01

Cartesian forces (eV/Å) of the 2 atoms listed first:
C 0.6 -1.7 -0.7
C -1.1 1.4 -0.4

Results
**LUMO**: 0.54 eV
**E_HOMO**: -10.69 eV
**Total energy**: -5808.34510 a.u.

=====

# 2
This record from OMol25 describes 3 unconnected molecules or ions with the total composition C6H12Cl4O2. The level of theory is the ωB97M-V functional and the def2-TZVPD basis.

Each line ends with the Mulliken charge.
Element x y z (Å)
C: 10.7534 -15.7749 -17.4313  -0.22
Cl: 9.3280 -14.7297 -17.3959  -0.16
Cl: 11.0116 -16.4953 -19.0414  -0.15
H: 11.6076 -15.1949 -17.1149  0.33
H: 10.4602 -16.5931 -16.7860  0.21
C: 8.8383 -12.1449 -19.7863  0.09
Cl: 8.8090 -12.0507 -21.5680  -0.16
Cl: 9.4592 -10.6732 -19.0490  -0.15
H: 7.8352 -12.3713 -19.4395  0.27
H: 9.4720 -12.9409 -19.4122  -0.04
O: 12.5959 -22.8742 -17.9989  -0.54
C: 13.0187 -22.1761 -18.8755  0.70
O: 12.3211 -21.1341 -19.3733  -0.35
C: 11.1341 -20.8065 -18.6640  -0.32
C: 11.3672 -20.1699 -17.3003  -0.77
C: 14.3369 -22.3984 -19.5491  -1.02
H: 10.5135 -21.7059 -18.6062  0.31
H: 10.5701 -20.1332 -19.3117  0.36
H: 11.5461 -19.0991 -17.4020  0.08
H: 12.2350 -20.6406 -16.8416  0.32
H: 10.4767 -20.2947 -16.6870  0.32
H: 14.2075 -22.9739 -20.4612  0.27
H: 14.8740 -23.0417 -18.8509  0.34
H: 14.9044 -21.4736 -19.6204  0.30

Cartesian forces (eV/Å) of the 2 atoms listed first:
C -0.8 -0.5 -0.3
Cl -0.1 0.3 -0.1

Results
**LUMO**: 0.54 eV
**E_HOMO**: -10.46 eV
**SMILES**: CCOC(C)=O.ClCCl.ClCCl
**Total energy**: -2227.05785 a.u.
**Energy above the lowest of the compared OMol25 structures with the same formula, charge and spin**: 0.0 kJ/mol

=====

Question: total energy of number 1 (C81H166F24O3)?
Answer: -5808.34510 a.u.